1.
Computed, not measured: a structure of composition C16H30GeN5OSV in a non-equilibrium geometry, with the ωB97M-V functional and the def2-TZVPD basis.

Results
- Strongest force on any atom: 0.03824 hartree/bohr
- E_HOMO (spin up / spin down): -2.864 / -4.552 eV
- Expectation value of S²: 3.785
- Multiplicity: 4
- Calculated total energy: -119617.9984 eV
- Lowest unoccupied orbital energy (spin up / spin down): 2.96 / 2.94 eV
- Energy relative to the best compared isomer or geometry (same formula, charge and spin): 0.6458 eV
- Total charge: -1

Geometry as XYZ:
```
55
Properties=species:S:1:pos:R:3:forces:R:3
Ge -1.7250 -2.0312 2.4615 0.094 -0.073 -0.065
V 0.3736 -0.0545 0.6440 0.873 -1.290 -1.200
S 2.7636 -0.4287 1.2158 0.168 0.276 0.299
O -1.2299 0.6839 -0.0764 -0.722 0.933 -0.054
N 0.5042 1.2038 2.0957 -0.055 1.063 1.231
N 3.6115 0.4470 3.6004 -0.004 -0.065 -0.063
N 1.2575 -1.3507 -1.5693 0.074 0.002 0.548
N -2.0693 -1.5015 -1.6224 -0.124 -0.170 -0.135
N 1.5357 1.1837 3.0497 -0.144 -0.044 -0.314
C -3.5408 3.8200 1.3057 -0.025 -0.017 -0.040
C -1.9461 1.6829 0.3897 0.319 -0.155 0.015
C 0.9418 -2.4995 -2.4204 -0.120 0.099 -0.153
C 2.5541 0.4634 2.6948 0.070 0.001 -0.020
C -1.0563 -1.7533 -3.8633 -0.071 -0.035 0.008
C -3.9022 3.1057 0.1567 0.043 -0.007 0.058
C -0.2166 -1.9869 1.2695 -0.118 -0.305 0.060
C -1.5817 -0.7827 -2.7990 -0.006 -0.012 0.099
C -1.5647 2.4105 1.5517 -0.002 0.054 0.044
C -3.4051 -1.6453 1.5174 -0.058 0.043 -0.049
C -1.9737 -3.8051 3.2907 -0.063 -0.112 0.055
C -1.5670 -0.7687 3.9558 -0.005 0.079 0.046
C -0.3690 2.1528 2.3205 0.116 -0.195 -0.061
C -3.1174 2.0649 -0.2885 -0.137 0.052 -0.016
C 0.4404 -2.0447 -3.7900 -0.010 -0.146 -0.062
C -2.3904 3.4684 1.9750 0.034 -0.027 0.013
H -0.7747 -0.1366 -2.4528 -0.063 0.031 -0.112
H -4.1542 4.6369 1.6636 -0.005 0.003 -0.004
H 1.8097 -3.1569 -2.5558 0.039 0.019 0.028
H -3.3814 1.5036 -1.1773 0.008 -0.005 0.010
H -3.0422 -1.7637 -1.7310 0.042 -0.029 -0.033
H 0.6741 -2.8261 -4.5205 0.016 0.027 -0.034
H 1.0095 -1.1588 -4.0959 -0.001 0.003 0.022
H -2.0008 -0.9062 -0.8007 -0.029 -0.055 -0.201
H -0.1663 2.7919 3.1767 -0.072 0.044 0.003
H -4.2565 -1.6604 2.2013 -0.001 0.000 0.001
H -2.0949 4.0169 2.8635 -0.006 0.004 0.000
H -2.3421 -0.1295 -3.2465 -0.063 0.009 -0.009
H 2.0646 -0.8464 -1.9236 -0.041 -0.045 -0.011
H -2.2065 -1.0691 4.7892 0.004 0.013 0.004
H -3.3579 -0.6612 1.0467 -0.041 -0.008 0.020
H -1.1077 -4.0552 3.9074 -0.007 -0.010 0.001
H 0.1655 -3.0796 -1.9181 -0.006 0.033 0.007
H 0.5982 -2.5686 1.7170 0.005 0.005 0.026
H -3.5697 -2.3934 0.7380 -0.011 0.018 0.019
H -2.8677 -3.8349 3.9194 0.013 -0.016 0.005
H -0.5318 -0.7185 4.2985 -0.006 0.006 0.019
H -2.0683 -4.5671 2.5140 -0.003 -0.012 0.019
H 3.3263 0.6947 4.5363 0.002 0.004 0.001
H -1.5955 -2.6999 -3.7428 -0.030 0.048 -0.037
H -1.8572 0.2335 3.6362 -0.008 0.004 0.021
H -4.8030 3.3681 -0.3857 -0.003 0.008 0.001
H -1.2946 -1.3840 -4.8657 0.032 0.034 -0.015
H -0.5300 -2.5064 0.3485 0.006 -0.032 0.091
H 1.5266 -1.6979 -0.6494 0.117 -0.081 -0.088
H 4.1707 -0.3889 3.5444 -0.015 0.031 -0.004
```
Positions in Å, forces in eV/Å.

2.
Computed, not measured: a structure of composition C27H25BrN9O6V in a non-equilibrium geometry, with the ωB97M-V functional and the def2-TZVPD basis.

Results
- Strongest force on any atom: 0.05677 hartree/bohr
- E_HOMO (spin up / spin down): -3.180 / -4.413 eV
- Expectation value of S²: 3.762
- Multiplicity: 4
- Calculated total energy: -149834.5777 eV
- Lowest unoccupied orbital energy (spin up / spin down): 2.35 / 2.35 eV
- Energy relative to the best compared isomer or geometry (same formula, charge and spin): 0.0000 eV
- Total charge: -1

Geometry as XYZ:
```
69
Properties=species:S:1:pos:R:3:forces:R:3
Br 0.8346 1.1923 17.2382 -0.279 0.136 -0.278
V -2.0184 5.1237 20.4173 0.236 1.094 -0.721
O -3.8878 5.0547 19.5393 -0.478 0.097 0.509
O -5.1552 6.8620 18.2579 0.837 -1.413 0.979
O -1.9508 4.5076 22.2851 -0.557 -0.337 0.195
O 0.0894 5.6618 20.5665 -1.628 0.214 -0.281
O -1.6921 9.5172 14.3806 -0.054 0.366 0.366
O 2.0763 5.6926 21.5732 -1.030 -0.477 -0.605
N -1.5346 9.2908 22.0722 -0.072 -0.332 -0.073
N -1.6803 7.9238 16.6479 0.048 -1.788 0.869
N -3.0410 3.1000 18.6536 -1.036 0.464 -0.830
N -1.5981 6.1389 18.4014 -0.432 0.964 -0.581
N -2.2694 3.1694 19.8003 0.511 -0.591 0.434
N -2.3311 7.1218 21.1594 -0.418 -0.015 -0.067
N 2.6485 1.6648 20.8361 -0.109 1.264 0.349
N 0.3797 7.9929 21.8196 1.868 0.372 0.487
N 0.6686 10.1881 22.2579 -1.929 1.307 0.521
C -0.6622 3.3721 23.8285 0.981 -0.896 0.578
C -1.9615 8.1153 14.2541 0.159 0.609 -0.128
C -5.2494 5.8955 17.3128 0.458 -0.712 1.611
C -2.5549 7.5576 15.5505 0.172 0.230 -1.184
C -1.7452 2.1267 20.3678 -0.982 0.433 -0.083
C -6.0506 6.2161 16.2512 0.746 -0.842 -1.449
C -1.3364 3.4237 22.5774 1.130 -1.225 -0.183
C -1.7006 7.0146 17.6436 0.909 -0.023 0.238
C -0.4152 1.1612 22.1655 0.179 -0.386 -0.137
C -4.3449 3.9634 16.1764 -0.247 -1.757 0.387
C -5.9386 5.4160 15.1200 0.507 -0.275 0.312
C 1.1528 5.1325 20.9162 2.765 -0.366 0.862
C 1.4429 3.7138 20.4294 0.660 0.596 0.911
C -3.8301 4.1775 18.5925 1.262 -0.163 0.559
C -5.0548 4.3365 15.0560 -0.649 0.508 -0.480
C 0.9427 3.2739 19.2230 0.005 0.248 0.799
C -4.5692 4.5959 17.3833 0.282 1.509 -0.492
C -2.0411 8.1405 21.6084 0.007 1.114 0.344
C -1.4227 9.3282 16.8091 0.249 0.390 -1.727
C -1.1496 2.2409 21.6906 -0.322 1.320 0.759
C 0.2355 1.1770 23.3901 0.635 -0.322 0.164
C 0.1717 2.3104 24.2190 -1.017 0.107 -1.025
C -0.8247 9.8537 15.4826 -0.097 -1.858 -0.476
C -0.2174 9.1379 22.1045 1.448 -0.814 -0.902
C 1.3454 2.0236 18.8642 0.087 -0.949 -0.770
C 2.1744 1.2596 19.6594 0.576 -0.007 0.579
C 2.3055 2.9218 21.2037 -1.145 -0.808 -1.463
H -0.9936 7.6137 14.0448 -0.468 -0.051 0.029
H 0.1557 9.3377 15.2852 -0.562 0.598 0.356
H 0.7662 2.3501 25.1350 -0.322 0.059 -0.213
H -2.3216 9.8613 16.9909 -1.186 0.546 0.203
H 0.2359 3.9038 18.7239 -0.214 0.053 -0.605
H 0.1774 11.0123 22.6171 0.530 -0.362 -0.202
H -3.5538 7.8948 15.7538 -0.665 0.514 -0.114
H -0.0663 7.1208 21.6146 -0.569 -0.618 -0.292
H 2.5131 0.2862 19.3248 -0.168 -0.054 -0.033
H 2.5693 3.3537 22.1397 0.678 -0.175 0.641
H -0.7733 9.5518 17.6024 1.041 -0.120 1.169
H -4.9906 3.7705 14.1416 0.148 -0.070 -0.164
H -0.7249 10.9303 15.4746 0.076 0.161 0.053
H 1.5366 10.0017 22.7199 0.154 -0.248 0.137
H 0.8793 0.3335 23.6572 -0.254 0.276 -0.037
H -2.6286 6.4878 15.4646 0.151 -0.569 0.117
H -3.7220 3.0351 16.1845 -0.484 1.003 -0.014
H 1.4024 7.8710 21.7370 -0.908 0.227 0.200
H -6.4954 5.6830 14.2605 -0.529 0.141 -0.838
H -6.5596 7.1559 16.2169 -0.352 0.296 0.185
H -1.8272 1.1034 19.9611 -0.131 0.530 -0.166
H -4.6027 6.3952 18.9927 -0.560 0.442 -0.567
H -2.6394 8.0391 13.3666 0.505 -0.173 0.900
H -0.3161 0.2956 21.4802 0.019 0.457 0.590
H -0.7209 4.2313 24.4855 -0.168 0.154 -0.209
```
Positions in Å, forces in eV/Å.

Q: The highest calculated total energy belongs to which entry?
A: C16H30GeN5OSV

Q: What is the calculated total energy in the second record?
A: -149834.5777 eV